(1)
Density functional theory data (ωB97M-V/def2-TZVPD) for C3H8N2O in the gas phase at a distorted geometry.

Charge   0
M   88.11 g/mol
LUMO level (spin up / spin down)   0.0262 / 0.0260 Eh
Energy above the lowest of the compared OMol25 structures with the same formula, charge and spin   136.9 kcal per mole

```
14
C3H8N2O ωB97M-V/def2-TZVPD
C 0.575 -0.103 -1.656
N 0.341 -1.481 0.009
C -0.196 0.276 0.905
N -1.585 0.272 0.695
C 0.819 -0.129 0.016
O 0.154 1.243 1.845
H 1.090 1.166 2.068
H -0.606 -1.642 -0.331
H -2.053 1.035 1.168
H -1.996 -0.596 1.026
H 1.869 0.017 0.242
H -0.470 -0.213 -1.930
H 0.851 0.942 -1.843
H 1.208 -0.789 -2.214
```

Here are the natural (NBO) charges for atoms 1 to 6, given in e: C -0.620; N -0.590; C 0.511; N -0.848; C -0.183; O -0.692

(2)
Density functional theory data (ωB97M-V/def2-TZVPD) for C3H8N2O in the gas phase at a distorted geometry.

Charge   0
M   88.11 g/mol
LUMO level   0.0322 Eh
Energy above the lowest of the compared OMol25 structures with the same formula, charge and spin   34.9 kcal per mole
SMILES string   C[C@@H](N)C(N)=O

```
14
C3H8N2O ωB97M-V/def2-TZVPD
N -0.678 -0.851 0.906
C 0.342 0.301 0.312
C -0.335 1.630 0.296
C 0.736 -0.383 -0.927
N 0.869 -1.749 -0.897
O 0.878 0.294 -1.962
H -0.941 -0.615 1.867
H -1.605 -0.707 0.384
H 1.150 0.444 1.014
H -1.382 1.628 0.499
H -0.378 2.088 -0.672
H 0.212 2.372 1.000
H 0.598 -2.202 -1.812
H 0.532 -2.251 -0.008
```

Here are the natural (NBO) charges for atoms 1 to 6, given in e: N -0.869; C -0.143; C -0.635; C 0.643; N -0.837; O -0.616

(3)
Density functional theory data (ωB97M-V/def2-TZVPD) for C3H8N2O in the gas phase at a distorted geometry.

Charge   0
M   88.11 g/mol
LUMO level   0.0417 Eh
Energy above the lowest of the compared OMol25 structures with the same formula, charge and spin   89.0 kcal per mole
SMILES string   [H]/N=N/OC(C)C

```
14
C3H8N2O ωB97M-V/def2-TZVPD
C -0.981 -0.117 -0.745
C -0.250 -1.394 1.103
C -0.172 -0.082 0.440
N 2.306 2.008 -0.790
N 1.246 1.441 -0.497
O 1.218 0.179 0.049
H -0.752 -0.909 -1.448
H -1.997 -0.354 -0.388
H -0.992 0.918 -1.261
H -0.022 -2.259 0.393
H -1.345 -1.598 1.269
H 0.256 -1.543 2.014
H -0.527 0.795 1.052
H 2.011 2.914 -1.191
```

Here are the natural (NBO) charges for atoms 1 to 6, given in e: C -0.632; C -0.622; C 0.063; N -0.371; N 0.083; O -0.374

(4)
Density functional theory data (ωB97M-V/def2-TZVPD) for C3H8N2O in the gas phase.

Charge   0
M   88.11 g/mol
LUMO level   0.0118 Eh
Energy above the lowest of the compared OMol25 structures with the same formula, charge and spin   88.8 kcal per mole

```
14
C3H8N2O ωB97M-V/def2-TZVPD
C -2.555 0.777 0.360
N -1.391 -0.365 0.283
C -0.113 -0.142 -0.420
O -0.133 0.230 -1.567
N 1.015 -0.420 0.282
C 2.312 -0.183 -0.342
H -2.261 1.363 1.245
H -1.973 -0.969 -0.284
H -2.252 1.377 -0.516
H -1.285 -0.797 1.201
H 0.981 -0.579 1.278
H 2.598 0.874 -0.319
H 3.081 -0.774 0.163
H 2.261 -0.485 -1.390
```

Here are the natural (NBO) charges for atoms 1 to 6, given in e: C -0.713; N -0.637; C 0.782; O -0.581; N -0.619; C -0.417

(5)
Density functional theory data (ωB97M-V/def2-TZVPD) for C3H8N2O in the gas phase at a distorted geometry.

Charge   0
M   88.11 g/mol
LUMO level (spin up / spin down)   -0.0271 / -0.0261 Eh
Energy above the lowest of the compared OMol25 structures with the same formula, charge and spin   95.1 kcal per mole

```
14
C3H8N2O ωB97M-V/def2-TZVPD
C 0.175 -0.309 -0.801
C 0.981 -1.532 -0.692
C -0.631 0.294 0.289
N -1.442 1.404 -0.210
N 0.517 0.765 1.131
O -1.296 -0.762 0.688
H 0.143 0.170 -1.781
H -0.947 2.288 -0.266
H -2.253 1.488 0.391
H 0.450 1.692 1.535
H 0.786 0.071 1.818
H 0.940 -1.951 0.311
H 0.569 -2.272 -1.389
H 2.007 -1.346 -1.024
```

Here are the natural (NBO) charges for atoms 1 to 6, given in e: C 0.298; C -0.722; C 0.424; N -0.868; N -0.875; O -0.701

(6)
Density functional theory data (ωB97M-V/def2-TZVPD) for C3H8N2O in the gas phase at a distorted geometry.

Charge   0
M   88.11 g/mol
LUMO level   0.0429 Eh
Energy above the lowest of the compared OMol25 structures with the same formula, charge and spin   109.3 kcal per mole
SMILES string   CCC/N=[NH+]\[O-]

```
14
C3H8N2O ωB97M-V/def2-TZVPD
C 2.067 -0.048 0.211
C 0.746 0.468 -0.445
C -0.353 -0.482 0.037
N -2.606 0.139 0.015
N -1.518 0.079 -0.551
O -2.880 -0.284 1.100
H 2.132 -0.980 -0.201
H 1.959 -0.160 1.279
H 2.829 0.517 -0.082
H 0.767 1.557 -0.055
H 0.793 0.491 -1.506
H -0.616 -0.516 1.139
H -0.123 -1.408 -0.296
H -3.196 0.627 -0.645
```

Here are the natural (NBO) charges for atoms 1 to 6, given in e: C -0.591; C -0.372; C -0.298; N 0.209; N -0.250; O -0.475

(7)
Density functional theory data (ωB97M-V/def2-TZVPD) for C3H8N2O in the gas phase at a distorted geometry.

Charge   0
M   88.11 g/mol
LUMO level   0.0242 Eh
Energy above the lowest of the compared OMol25 structures with the same formula, charge and spin   76.2 kcal per mole
SMILES string   C/C(CN)=N\O

```
14
C3H8N2O ωB97M-V/def2-TZVPD
C -0.796 -0.660 -0.704
C -0.273 0.136 0.430
C 1.235 0.203 0.543
H -1.210 -1.656 -0.362
H -1.695 -0.193 -1.293
H -0.098 -1.028 -1.471
H 1.540 -0.817 0.690
H 1.413 0.676 1.536
H 1.762 1.742 -0.739
H 1.883 0.167 -1.248
H -2.479 -0.430 0.590
N 2.031 0.775 -0.485
N -0.966 0.682 1.312
O -2.348 0.403 1.202
```

Here are the natural (NBO) charges for atoms 1 to 6, given in e: C -0.735; C 0.169; C -0.252; H 0.231; H 0.242; H 0.238

(8)
Density functional theory data (ωB97M-V/def2-TZVPD) for 2 unconnected molecules or ions with the total composition C3H8N2O.

Charge   0
M   88.11 g/mol
LUMO level   0.0265 Eh
Energy above the lowest of the compared OMol25 structures with the same formula, charge and spin   45.0 kcal per mole
SMILES string   CC(N)=O.C=N

```
14
C3H8N2O ωB97M-V/def2-TZVPD
C -1.364 -1.796 -0.954
C -1.138 -1.107 0.355
N 0.210 -1.096 0.848
O -2.023 -0.558 0.958
H -0.624 -2.555 -1.177
H -1.352 -1.021 -1.729
H -2.373 -2.198 -1.037
H 0.387 -0.153 1.177
H 0.266 -1.657 1.682
C 1.518 2.260 -0.854
N 2.665 2.475 -0.354
H 1.155 2.943 -1.615
H 0.907 1.402 -0.579
H 2.820 1.751 0.354
```

Here are the natural (NBO) charges for atoms 1 to 6, given in e: C -0.726; C 0.697; N -0.911; O -0.541; H 0.234; H 0.246

(9)
Density functional theory data (ωB97M-V/def2-TZVPD) for C3H8N2O in the gas phase at a distorted geometry.

Charge   0
M   88.11 g/mol
LUMO level   0.0314 Eh
Energy above the lowest of the compared OMol25 structures with the same formula, charge and spin   55.1 kcal per mole
SMILES string   NCCNC=O

```
14
C3H8N2O ωB97M-V/def2-TZVPD
C -0.728 -1.455 -1.619
N 0.528 -0.817 -1.238
C 0.650 0.429 -0.330
C -0.213 0.231 0.942
N -0.131 1.481 1.863
O -0.631 -2.070 -2.676
H -1.466 -1.424 -0.873
H 1.296 -0.906 -1.965
H 0.177 1.514 -0.754
H 1.671 0.741 -0.219
H -1.220 0.140 0.495
H 0.163 -0.735 1.344
H -0.830 1.361 2.635
H 0.735 1.511 2.395
```

Here are the natural (NBO) charges for atoms 1 to 6, given in e: C 0.525; N -0.666; C -0.218; C -0.244; N -0.837; O -0.572

(10)
Density functional theory data (ωB97M-V/def2-TZVPD) for a gas-phase ion, C3H8N2O (charge +1) at a distorted geometry.

Charge   +1
M   88.11 g/mol
LUMO level (spin up / spin down)   -0.1287 / -0.3337 Eh
Energy above the lowest of the compared OMol25 structures with the same formula, charge and spin   7.4 kcal per mole
Spin multiplicity   2

```
14
C3H8N2O ωB97M-V/def2-TZVPD
C -1.040 -0.441 -0.255
C 0.026 0.553 0.203
C 1.341 -0.186 -0.073
N 2.423 0.563 0.160
O 1.371 -1.339 -0.424
N -2.415 -0.077 -0.220
H -0.808 -0.780 -1.267
H -0.863 -1.380 0.341
H -0.014 1.440 -0.425
H 0.033 0.773 1.269
H 3.378 0.287 -0.050
H 2.330 1.377 0.728
H -2.972 -0.788 -0.712
H -2.790 -0.003 0.725
```

Here are the natural (NBO) charges for atoms 1 to 6, given in e: C -0.289; C -0.511; C 0.672; N -0.782; O -0.537; N -0.341

(11)
Density functional theory data (ωB97M-V/def2-TZVPD) for 3 unconnected molecules or ions with the total composition C3H8N2O2 at a distorted geometry.

Charge   -2
M   104.11 g/mol
LUMO level   0.1846 Eh
Energy above the lowest of the compared OMol25 structures with the same formula, charge and spin   44.8 kcal per mole

```
15
C3H8N2O2 ωB97M-V/def2-TZVPD
C 0.278 -0.031 -0.559
C 2.050 -1.042 0.866
C 1.461 0.125 0.134
N 5.418 -0.419 -0.238
N 4.649 0.416 0.276
O 5.212 -1.702 -0.355
O 5.032 1.638 0.284
H -0.170 0.930 -0.821
H -7.892 11.534 1.242
H -0.197 -0.972 -0.541
H 2.598 -0.768 1.725
H 2.811 -1.368 0.249
H 1.259 -1.795 0.893
H 2.048 1.032 0.170
H 6.251 0.015 -0.721
```

Here are the natural (NBO) charges for atoms 1 to 6, given in e: C -0.511; C -0.680; C -0.095; N 0.019; N 0.074; O -0.694

(12)
Density functional theory data (ωB97M-V/def2-TZVPD) for 2 unconnected molecules or ions with the total composition C3H8N2O2 at a distorted geometry.

Charge   0
M   104.11 g/mol
LUMO level   0.0195 Eh
Energy above the lowest of the compared OMol25 structures with the same formula, charge and spin   66.0 kcal per mole
SMILES string   [H]/N=C\N=C.OCO

```
15
C3H8N2O2 ωB97M-V/def2-TZVPD
C -1.152 -1.530 -0.295
O -0.194 -2.027 -1.197
O -1.997 -0.613 -0.840
H -1.478 0.331 -0.876
H -0.647 -2.223 -2.026
H -1.751 -2.354 0.124
H -0.512 -1.026 0.490
C 0.745 0.885 -0.367
C 1.666 1.200 1.796
N 1.582 1.410 0.565
N -0.331 1.429 -0.804
H -0.645 2.232 -0.265
H 1.203 0.119 -0.990
H 1.053 0.474 2.337
H 2.458 1.691 2.349
```

Here are the natural (NBO) charges for atoms 1 to 6, given in e: C 0.237; O -0.754; O -0.765; H 0.491; H 0.473; H 0.141

Which of these has the lowest energy above the lowest of the compared OMol25 structures with the same formula, charge and spin?
number 10

What is the M in the fourth record?
88.11 g/mol